Arrangement i

This record from the OMol25 dataset describes a molecular structure, C33H52CaN3O8S2Sb3. The level of theory is wB97M-V/def2-TZVPD.

Results
Orbital gap (Ha): 0.2392
Charge: -2

Each line ends with the Löwdin charge.
Element x y z (Å)
Ca 0.66 -1.05 -0.15  1.225
N -0.69 -3.48 -1.23  -0.030
C -0.22 -4.66 -0.45  -0.206
C 1.02 -4.39 0.39  -0.610
O 1.65 -5.37 0.81  -0.057
N 1.30 -3.09 0.53  -0.170
C 2.62 -2.73 1.05  -0.153
C 3.26 -1.60 0.18  -0.692
O 4.31 -1.05 0.58  -0.057
O 2.62 -1.27 -0.90  -0.276
H -1.44 -3.74 -1.85  0.036
H 0.06 -3.18 -1.85  0.057
H 0.02 -5.52 -1.07  0.103
H -1.03 -4.97 0.22  0.084
H 3.29 -3.58 1.04  0.112
H 2.58 -2.36 2.08  0.104
C -4.26 0.12 -2.53  -0.349
Sb -3.10 -0.92 -1.04  1.348
C -4.14 -2.76 -1.44  -0.337
C -4.47 -0.24 0.59  -0.290
C -5.15 -1.35 1.33  -0.281
C -6.39 -1.81 0.89  -0.086
C -7.05 -2.89 1.47  -0.115
C -6.45 -3.54 2.55  -0.115
C -5.23 -3.07 3.03  -0.076
C -4.57 -1.98 2.46  -0.272
C -3.27 -1.52 3.08  -0.317
Sb -1.49 -2.38 2.14  1.379
C -0.21 -1.87 3.77  -0.309
C -1.86 -4.34 2.94  -0.338
H -5.31 -0.14 -2.40  -0.006
H -3.91 -0.21 -3.51  -0.046
H -4.12 1.20 -2.44  -0.004
H -5.22 -2.58 -1.45  -0.009
H -3.91 -3.52 -0.68  0.002
H -3.82 -3.11 -2.43  -0.007
H -5.20 0.39 0.09  0.051
H -3.86 0.38 1.24  0.033
H -6.86 -1.30 0.05  0.105
H -8.00 -3.22 1.09  0.088
H -6.93 -4.39 3.02  0.087
H -4.78 -3.55 3.89  0.101
H -3.22 -1.84 4.13  0.051
H -3.13 -0.44 3.03  0.052
H -0.74 -2.04 4.71  -0.004
H 0.09 -0.82 3.69  -0.004
H 0.68 -2.51 3.73  0.000
H -2.05 -4.26 4.02  -0.004
H -0.98 -4.97 2.76  -0.002
H -2.73 -4.80 2.45  -0.007
O -2.37 4.31 0.25  0.096
C -1.90 3.21 0.17  -0.281
C -1.45 2.49 -1.08  -0.316
O -1.73 2.80 -2.24  0.035
C -0.64 1.37 -0.66  -0.426
C -0.72 1.21 0.78  -0.372
O -0.15 0.29 1.44  -0.248
C -1.62 2.25 1.33  -0.324
O -2.07 2.32 2.45  0.079
O 0.00 0.57 -1.44  -0.244
S -1.44 -1.48 -4.36  0.521
C -0.45 -0.15 -4.58  -1.157
N -0.69 1.12 -4.27  -0.041
C 0.48 2.00 -4.21  -0.235
C 1.41 1.50 -5.31  -0.433
S 1.16 -0.30 -5.28  0.891
H -1.45 1.35 -3.63  0.100
H 0.95 1.89 -3.24  0.100
H 0.18 3.03 -4.36  0.121
H 2.45 1.73 -5.10  0.066
H 1.12 1.88 -6.29  0.067
C 4.30 0.77 -2.51  -0.167
C 4.12 2.10 -1.77  -0.554
C 5.46 2.82 -1.64  -0.165
Sb 3.06 1.80 0.11  1.619
C 4.68 2.07 1.52  -0.569
C 5.24 3.47 1.78  -0.157
C 4.23 1.42 2.84  -0.176
C 2.14 3.78 0.12  -0.561
C 2.93 4.99 -0.40  -0.153
C 1.55 4.05 1.51  -0.151
H 4.76 0.94 -3.50  0.064
H 3.36 0.23 -2.66  0.042
H 4.94 0.09 -1.94  0.071
H 3.43 2.73 -2.34  0.062
H 6.14 2.26 -0.99  0.070
H 5.36 3.83 -1.23  0.041
H 5.94 2.90 -2.62  0.068
H 5.47 1.44 1.09  0.069
H 4.48 4.14 2.21  0.052
H 5.63 3.95 0.89  0.040
H 6.06 3.42 2.51  0.067
H 3.38 1.97 3.28  0.065
H 5.05 1.43 3.58  0.067
H 3.93 0.39 2.68  0.048
H 1.30 3.62 -0.57  0.064
H 3.80 5.21 0.23  0.049
H 2.29 5.89 -0.40  0.070
H 3.29 4.85 -1.42  0.052
H 2.33 4.26 2.25  0.053
H 0.97 3.20 1.89  0.057
H 0.87 4.92 1.50  0.076

Arrangement ii

This record from the OMol25 dataset describes a molecular structure, C33H52CaN3O8S2Sb3. The level of theory is wB97M-V/def2-TZVPD.

Results
Orbital gap (Ha): 0.2410
Charge: -2

Each line ends with the Löwdin charge.
Element x y z (Å)
Ca -1.20 0.42 0.27  1.235
N -2.07 2.95 -0.27  -0.048
C -2.61 3.64 0.92  -0.215
C -3.14 2.65 1.98  -0.616
O -3.98 3.08 2.80  -0.061
N -2.63 1.44 1.85  -0.131
C -3.25 0.33 2.54  -0.172
C -3.46 -0.87 1.58  -0.711
O -3.82 -1.95 2.08  -0.044
O -3.22 -0.67 0.34  -0.243
H -1.80 3.62 -0.98  0.033
H -2.84 2.43 -0.69  0.073
H -3.44 4.31 0.69  0.105
H -1.81 4.25 1.36  0.075
H -4.22 0.58 2.97  0.114
H -2.64 -0.04 3.37  0.101
C 2.43 2.82 -3.38  -0.333
Sb 1.48 2.73 -1.45  1.349
C 0.95 4.82 -1.40  -0.332
C 3.42 2.89 -0.40  -0.295
C 3.59 4.09 0.47  -0.283
C 4.04 5.28 -0.10  -0.082
C 4.18 6.45 0.64  -0.113
C 3.87 6.44 1.99  -0.114
C 3.44 5.26 2.58  -0.074
C 3.30 4.07 1.85  -0.287
C 2.82 2.85 2.55  -0.320
Sb 0.66 2.60 2.36  1.369
C 0.51 1.11 3.89  -0.310
C 0.16 4.25 3.65  -0.331
H 3.14 3.65 -3.42  -0.007
H 1.66 2.94 -4.15  -0.034
H 2.96 1.88 -3.56  -0.004
H 1.79 5.46 -1.68  -0.009
H 0.62 5.09 -0.40  -0.007
H 0.13 4.97 -2.11  -0.014
H 4.15 2.91 -1.21  0.057
H 3.55 1.96 0.14  0.032
H 4.29 5.28 -1.16  0.106
H 4.53 7.35 0.16  0.089
H 3.97 7.34 2.58  0.088
H 3.21 5.24 3.64  0.102
H 3.03 2.91 3.62  0.057
H 3.26 1.93 2.17  0.054
H 1.13 1.39 4.74  -0.001
H 0.83 0.16 3.48  -0.007
H -0.54 1.04 4.20  -0.007
H 0.70 4.18 4.59  -0.003
H -0.91 4.21 3.85  -0.004
H 0.39 5.20 3.17  -0.009
O 4.41 -1.40 -2.19  0.086
C 3.34 -1.08 -1.70  -0.283
C 2.05 -0.85 -2.43  -0.315
O 1.87 -0.83 -3.65  0.025
C 1.03 -0.61 -1.43  -0.437
C 1.62 -0.54 -0.12  -0.401
O 0.99 -0.27 0.94  -0.200
C 3.07 -0.79 -0.24  -0.326
O 3.90 -0.74 0.65  0.069
O -0.20 -0.39 -1.68  -0.210
S -1.34 2.48 -3.91  0.524
C -1.59 0.87 -4.26  -1.171
N -0.68 -0.06 -4.48  -0.050
C -1.13 -1.44 -4.37  -0.239
C -2.57 -1.44 -4.85  -0.433
S -3.21 0.18 -4.33  0.889
H 0.31 0.10 -4.23  0.103
H -1.06 -1.74 -3.32  0.099
H -0.49 -2.09 -4.97  0.122
H -3.16 -2.23 -4.40  0.058
H -2.63 -1.51 -5.94  0.068
C -3.67 -3.13 -1.54  -0.174
C -2.49 -4.08 -1.31  -0.559
C -2.99 -5.49 -1.05  -0.164
Sb -1.16 -3.27 0.24  1.607
C -1.69 -4.54 1.94  -0.567
C -1.20 -5.98 1.95  -0.159
C -1.26 -3.81 3.20  -0.175
C 0.67 -4.20 -0.51  -0.564
C 0.61 -5.61 -1.09  -0.153
C 1.77 -4.07 0.54  -0.151
H -4.30 -3.51 -2.36  0.065
H -3.35 -2.12 -1.78  0.044
H -4.28 -3.03 -0.64  0.070
H -1.85 -4.08 -2.20  0.066
H -3.56 -5.55 -0.12  0.069
H -2.18 -6.22 -0.99  0.042
H -3.67 -5.81 -1.85  0.068
H -2.79 -4.52 1.90  0.070
H -0.11 -6.03 1.96  0.052
H -1.55 -6.55 1.08  0.042
H -1.56 -6.50 2.85  0.068
H -0.17 -3.70 3.25  0.065
H -1.57 -4.37 4.10  0.069
H -1.71 -2.82 3.25  0.046
H 0.91 -3.51 -1.34  0.066
H 0.36 -6.35 -0.32  0.051
H 1.58 -5.90 -1.51  0.070
H -0.13 -5.69 -1.89  0.052
H 1.61 -4.76 1.37  0.056
H 1.83 -3.06 0.96  0.055
H 2.76 -4.30 0.11  0.078

arrangement ii ends up most stable, edging out the next structure by 0.0320 hartree.

Arrangement i

This record from the OMol25 dataset describes C18H39NO2 in the gas phase. The level of theory is wB97M-V/def2-TZVPD.

Results
Orbital gap (Ha): 0.3792
Charge: 0
Structure (SMILES): CCCCCCCCCCCCCCC[C@@H](O)[C@H](N)CO

Each line ends with the Löwdin charge.
Element x y z (Å)
C -4.57 -0.87 -2.77  -0.119
C -3.67 -1.65 -1.82  -0.275
C -3.71 -1.07 -0.41  -0.228
C -2.91 -1.89 0.61  -0.215
C -1.41 -1.91 0.33  -0.218
C -0.63 -2.49 1.51  -0.210
C 0.88 -2.34 1.37  -0.211
C 1.47 -3.17 0.23  -0.215
C 3.00 -3.14 0.19  -0.213
C 3.61 -1.74 0.00  -0.215
C 3.23 -1.11 -1.34  -0.215
C 3.90 0.25 -1.57  -0.211
C 3.47 1.35 -0.59  -0.209
C 1.97 1.64 -0.63  -0.202
C 1.62 2.87 0.20  -0.143
C 0.14 3.28 0.16  -0.360
O -0.23 3.76 -1.12  -0.026
C -0.84 2.18 0.60  -0.346
N -2.23 2.62 0.54  0.052
C -0.60 1.69 2.03  -0.228
O -1.58 0.79 2.44  -0.066
H -4.26 0.17 -2.82  0.068
H -4.53 -1.29 -3.78  0.065
H -5.60 -0.91 -2.43  0.069
H -3.99 -2.70 -1.79  0.110
H -2.65 -1.63 -2.20  0.100
H -4.75 -1.02 -0.08  0.112
H -3.32 -0.05 -0.43  0.098
H -3.29 -2.92 0.63  0.115
H -3.07 -1.46 1.60  0.102
H -1.07 -0.89 0.16  0.096
H -1.21 -2.50 -0.57  0.105
H -0.89 -3.54 1.64  0.115
H -0.94 -1.95 2.41  0.104
H 1.11 -1.28 1.21  0.090
H 1.36 -2.64 2.30  0.117
H 1.16 -4.21 0.35  0.115
H 1.08 -2.82 -0.73  0.097
H 3.35 -3.79 -0.62  0.108
H 3.38 -3.55 1.13  0.108
H 3.29 -1.10 0.82  0.096
H 4.70 -1.83 0.05  0.116
H 2.15 -1.00 -1.41  0.096
H 3.55 -1.78 -2.14  0.117
H 4.98 0.13 -1.50  0.109
H 3.67 0.58 -2.59  0.109
H 4.01 2.26 -0.85  0.114
H 3.75 1.08 0.42  0.110
H 1.67 1.80 -1.68  0.119
H 1.42 0.78 -0.25  0.094
H 2.20 3.73 -0.17  0.123
H 1.91 2.71 1.24  0.118
H 0.00 4.14 0.82  0.151
H -0.02 3.08 -1.77  0.086
H -0.77 1.32 -0.09  0.131
H -2.44 2.95 -0.40  0.083
H -2.36 3.42 1.16  0.091
H 0.36 1.17 2.12  0.115
H -0.58 2.56 2.71  0.128
H -2.41 1.08 2.03  0.072

Arrangement ii

This record from the OMol25 dataset describes C18H39NO2 in the gas phase. The level of theory is wB97M-V/def2-TZVPD.

Results
Orbital gap (Ha): 0.3742
Charge: 0
Structure (SMILES): CCCCCCCCCCCCCCC[C@@H](O)[C@@H](N)CO

Each line ends with the Löwdin charge.
Element x y z (Å)
C 4.54 1.41 -1.27  -0.109
C 3.13 1.98 -1.36  -0.268
C 2.80 2.86 -0.16  -0.219
C 1.48 3.61 -0.29  -0.209
C 0.23 2.73 -0.23  -0.206
C -0.07 2.21 1.18  -0.207
C -1.35 1.38 1.26  -0.217
C -2.62 2.23 1.15  -0.200
C -3.92 1.41 1.24  -0.206
C -4.55 1.07 -0.11  -0.213
C -3.74 0.14 -1.01  -0.212
C -3.63 -1.28 -0.45  -0.211
C -2.90 -2.25 -1.38  -0.206
C -1.39 -2.01 -1.49  -0.196
C -0.64 -2.41 -0.22  -0.150
C 0.86 -2.09 -0.32  -0.344
O 1.08 -0.70 -0.50  -0.045
C 1.61 -2.62 0.92  -0.346
N 1.39 -4.05 1.01  0.048
C 3.10 -2.23 0.87  -0.228
O 3.33 -0.86 1.05  -0.075
H 4.74 0.76 -2.12  0.070
H 5.28 2.21 -1.27  0.071
H 4.66 0.83 -0.36  0.058
H 2.41 1.16 -1.44  0.081
H 3.04 2.58 -2.27  0.111
H 2.80 2.25 0.75  0.104
H 3.60 3.60 -0.04  0.112
H 1.48 4.14 -1.24  0.108
H 1.41 4.36 0.50  0.109
H 0.34 1.89 -0.92  0.102
H -0.62 3.33 -0.57  0.106
H -0.16 3.06 1.86  0.118
H 0.77 1.61 1.52  0.102
H -1.37 0.85 2.21  0.119
H -1.35 0.64 0.46  0.079
H -2.60 2.96 1.97  0.113
H -2.62 2.79 0.22  0.105
H -3.73 0.49 1.81  0.102
H -4.66 1.99 1.81  0.105
H -4.72 2.01 -0.65  0.109
H -5.52 0.62 0.07  0.108
H -4.23 0.09 -1.98  0.115
H -2.75 0.56 -1.17  0.094
H -4.64 -1.66 -0.28  0.116
H -3.13 -1.26 0.52  0.093
H -3.06 -3.27 -1.04  0.110
H -3.34 -2.16 -2.38  0.109
H -1.19 -0.96 -1.73  0.102
H -1.00 -2.61 -2.32  0.116
H -0.74 -3.47 -0.03  0.114
H -1.04 -1.87 0.64  0.112
H 1.28 -2.56 -1.22  0.159
H 0.59 -0.23 0.19  0.075
H 1.17 -2.16 1.82  0.155
H 1.83 -4.42 1.85  0.079
H 1.82 -4.52 0.22  0.083
H 3.53 -2.58 -0.09  0.127
H 3.63 -2.74 1.68  0.120
H 2.83 -0.41 0.35  0.049

arrangement i ends up most stable, edging out the next structure by 0.0052 hartree.